C47H105N6O14V | wB97M-V/def2-TZVPD

CARTESIAN COORDINATES (ANGSTROEM)
O -1.52955 4.05062 0.58449
V -0.02681 4.21489 0.98453
O 0.73740 5.10015 -0.07644
C -0.86485 0.46658 0.52215
C 0.57742 0.86133 0.29475
C 0.86075 0.96633 -1.21152
O 0.85477 2.13668 0.82395
H -1.14266 0.63261 1.56300
H -1.10763 -0.53428 0.16518
H -1.47364 1.16066 -0.05727
H 1.21044 0.12473 0.78952
H 0.79607 -0.01656 -1.67827
H 1.87108 1.34794 -1.35883
H 0.18475 1.63703 -1.74188
C 4.56381 -1.01642 0.65902
O 3.59013 -1.20807 1.40845
O 5.44668 -1.34634 1.45279
O 4.69993 0.15269 0.85471
C -4.53377 3.58429 -3.98371
C -3.95150 2.77795 -2.87230
C -2.41074 2.64336 -2.99663
O -1.65333 3.86497 -2.63039
C -0.25600 3.85416 -2.93666
N -4.33300 3.35154 -1.63055
H -4.25299 3.17052 -4.95224
H -4.18061 4.61546 -3.97643
H -5.62231 3.62440 -3.94413
H -4.48988 1.83025 -2.88367
H -2.32127 2.22235 -3.99804
H -2.18580 1.79678 -2.34794
H 0.39772 3.71053 -2.07635
H 0.00310 4.76382 -3.47840
H 0.09305 3.07155 -3.61029
H -3.60545 4.03983 -1.50003
H -4.17864 2.70219 -0.87252
C 2.85675 5.76140 -2.68452
O 3.65264 4.62587 -2.37231
C 4.91262 4.60905 -3.06330
C 5.83588 3.51615 -2.40910
N 5.61388 2.22403 -3.11319
C 4.37342 1.55230 -2.64864
C 4.31048 0.12659 -3.15450
O 3.86177 0.04781 -4.54551
C 2.42456 0.29114 -4.71049
H 3.36438 6.71030 -2.51131
H 1.98952 5.80251 -2.02548
H 2.58875 5.79443 -3.74054
H 5.34375 5.57261 -2.79168
H 4.72376 4.53529 -4.13428
H 5.57656 3.46384 -1.35169
H 6.88406 3.74828 -2.59760
H 5.44719 2.45395 -4.08244
H 3.45484 2.12676 -2.76828
H 4.59409 1.39910 -1.59226
H 3.67008 -0.57608 -2.62133
H 5.32523 -0.23074 -2.97932
H 2.06042 1.22553 -4.28339
H 1.87740 -0.51227 -4.21728
H 2.17971 0.35179 -5.77091
C 1.63702 -1.72749 4.08274
O 2.38726 -0.52754 3.85007
C 1.52203 0.57894 4.08768
C 2.24747 1.91689 3.83379
N 3.24703 1.84868 2.76636
C 3.89314 3.19351 2.55735
C 4.76537 3.19816 1.35564
O 6.07620 2.79269 1.84567
C 7.14692 3.13435 0.94811
H 1.18294 -1.90356 5.05789
H 2.35973 -2.54302 4.10890
H 0.84390 -1.80326 3.33888
H 1.09103 0.44610 5.07998
H 0.62064 0.55701 3.47522
H 2.65234 2.21706 4.80026
H 1.42486 2.54506 3.49201
H 2.57023 1.80810 2.01776
H 4.50958 3.53291 3.38977
H 3.05977 3.87818 2.39981
H 4.87058 4.23170 1.02573
H 4.35857 2.61305 0.53085
H 8.04749 2.77761 1.44791
H 7.28184 4.17874 0.66680
H 7.08882 2.55521 0.02652
C -2.47738 2.69783 6.67560
C -3.48328 1.85918 5.80542
C -4.91559 2.21723 6.33675
C -6.04435 1.84370 5.39970
C -5.80120 2.49257 4.03460
C -4.43922 2.08189 3.33497
N -3.32004 2.22402 4.37718
O -2.08614 2.07085 3.87382
C -4.56625 0.64083 2.72362
C -4.27878 3.09927 2.15737
C -3.11179 0.34347 6.12114
H -1.46311 2.58390 6.29300
H -2.37269 2.43982 7.72944
H -2.69272 3.76102 6.56899
H -5.06403 1.71900 7.29479
H -4.94077 3.30581 6.38641
H -6.98007 2.14949 5.86771
H -6.03179 0.76490 5.24432
H -5.74707 3.57723 4.12788
H -6.66490 2.21671 3.42962
H -3.60422 0.25653 2.38460
H -5.03226 0.01028 3.48081
H -5.19476 0.54072 1.83872
H -5.09032 3.08906 1.42977
H -4.04801 4.14104 2.38000
H -3.43064 2.71687 1.58946
H -2.05347 0.16894 5.92720
H -3.71236 -0.32539 5.50469
H -3.42028 0.12491 7.14347
H -1.65146 2.92305 3.95383
C -3.57075 -2.23222 -0.26829
C -4.06988 -1.77728 -1.66995
C -2.87664 -1.10203 -2.33551
C -1.68380 -2.01009 -2.75590
C -2.23331 -3.04657 -3.70915
C -3.45069 -3.87818 -3.15745
N -4.47604 -2.86639 -2.63743
O -5.58587 -3.56168 -2.18395
C -3.97140 -4.47674 -4.46737
C -3.02687 -4.87983 -2.14700
C -5.24630 -0.81395 -1.59256
H -3.68786 -1.40445 0.43113
H -2.53187 -2.55908 -0.31274
H -4.14011 -3.08687 0.09712
H -3.21904 -0.64293 -3.26293
H -2.47867 -0.29782 -1.71667
H -1.24164 -2.59069 -1.94628
H -0.89715 -1.49641 -3.30854
H -1.46622 -3.78497 -3.94248
H -2.41718 -2.45919 -4.60874
H -4.75639 -5.17934 -4.18765
H -4.55507 -3.80687 -5.09881
H -3.17831 -5.04846 -4.94928
H -2.49932 -5.69420 -2.64358
H -2.41886 -4.45500 -1.34829
H -3.88534 -5.39118 -1.71153
H -4.83656 -0.03401 -0.95076
H -6.24755 -1.10450 -1.27446
H -5.45947 -0.39055 -2.57408
H -6.21329 -3.35231 -2.87974
C 2.31251 -6.72181 1.23755
C 3.25327 -5.63310 0.71815
C 4.11593 -6.18428 -0.43134
C 3.37297 -6.30137 -1.79652
C 2.78215 -4.91866 -2.14493
C 1.77739 -4.31654 -1.11517
N 2.43927 -4.43176 0.20309
O 1.91783 -3.59478 1.22196
C 1.51565 -2.84963 -1.49153
C 0.41055 -4.99764 -1.05371
C 4.12801 -5.05789 1.79812
H 1.79525 -6.45314 2.15862
H 2.75024 -7.70715 1.39754
H 1.67080 -7.07256 0.42930
H 5.07465 -5.70842 -0.63752
H 4.29083 -7.23402 -0.19561
H 2.58972 -7.05422 -1.70785
H 4.12160 -6.62654 -2.51896
H 2.27118 -4.92890 -3.10770
H 3.65467 -4.26814 -2.20501
H 2.45678 -2.30062 -1.46006
H 1.05226 -2.77734 -2.47547
H 0.83701 -2.43509 -0.74607
H 0.05457 -5.13548 -2.07467
H 0.32796 -5.94690 -0.52438
H -0.33980 -4.45174 -0.48179
H 4.96118 -4.52282 1.34247
H 4.68889 -5.87413 2.25336
H 3.69525 -4.45638 2.59751
H 2.48869 -2.82315 1.20420

Forces on the atoms, in the same order (eV/Å):
-0.031 0.683 0.120
2.108 -4.967 -1.331
-0.595 0.136 0.627
-0.354 0.579 -0.081
-0.820 0.700 -1.073
0.547 -0.658 0.205
-0.866 3.848 1.344
-0.004 -0.380 0.160
0.164 -0.150 0.259
-0.281 0.174 -0.136
0.607 0.063 -0.028
0.015 -0.156 -0.112
0.075 -0.075 0.021
-0.242 -0.056 0.384
-3.040 0.986 8.785
-13.246 -7.870 -1.903
12.605 -7.933 0.662
3.365 14.368 -8.195
-0.241 0.694 -1.073
0.162 0.107 -0.189
-0.529 -0.580 0.440
-1.024 -1.823 -1.029
0.250 -0.223 -0.534
0.040 1.047 1.265
0.007 -0.078 -0.124
0.120 0.092 0.133
-0.004 -0.097 0.161
0.804 -0.661 -0.397
1.088 0.673 -0.486
0.669 0.222 0.417
-0.372 0.416 0.301
-0.140 0.319 0.365
-0.645 -0.460 -0.243
-0.115 0.728 0.681
0.007 -0.265 0.161
0.390 0.000 0.148
-0.377 0.043 -0.145
0.046 0.512 2.353
-1.465 -0.175 -2.511
-0.865 -0.072 0.505
0.970 -0.626 1.011
-0.874 0.263 -0.925
-0.506 0.544 -0.088
1.317 -0.316 0.576
0.597 0.103 0.181
-0.049 -0.486 -0.240
-0.341 -0.273 -0.185
0.417 0.405 -0.577
0.382 -0.228 -0.198
0.241 -0.115 -0.137
-0.006 0.384 0.375
0.351 -0.019 -0.323
-0.012 0.084 -0.078
-0.576 0.192 0.465
-0.311 0.450 0.607
0.096 -0.340 -0.992
0.351 0.233 0.305
-0.166 -0.180 -0.098
0.350 -0.363 -0.020
1.118 -0.096 -0.301
-1.524 -0.135 1.114
0.611 -0.610 -0.612
0.381 -1.154 0.836
-0.231 1.334 1.067
-1.393 -1.665 0.266
1.583 0.323 0.428
-0.077 0.910 -1.465
-0.218 -1.519 0.542
-0.309 1.111 0.620
-0.028 -0.067 -1.017
0.138 -0.432 -0.246
0.243 0.628 0.630
-0.059 -0.358 -0.766
0.241 0.523 -0.183
-0.398 1.061 0.318
0.601 -0.685 -1.273
-0.291 -0.227 0.282
-0.283 0.862 -0.012
-0.048 0.321 -0.253
0.290 -0.442 0.073
0.065 0.199 0.059
-0.466 0.411 0.348
-0.209 -0.107 -0.146
0.248 0.178 -1.181
0.684 -1.026 1.141
0.805 -0.216 -1.132
1.013 -0.131 -0.379
0.615 -0.478 0.370
-1.066 0.388 0.307
-4.140 1.351 0.376
1.968 -1.039 -0.803
0.209 0.519 0.550
1.286 -1.111 -0.093
-1.075 1.023 -0.673
0.092 -0.208 -0.198
-0.643 -0.217 -0.024
-0.220 0.109 0.186
0.211 0.384 0.206
0.002 0.107 0.603
-0.197 -0.090 -0.289
-0.357 -0.199 0.178
-0.260 0.121 0.104
0.263 0.188 -0.574
0.206 -0.064 0.454
0.368 -0.356 -0.022
-0.299 0.638 -0.016
-0.420 -0.192 0.417
-0.121 -0.082 0.558
0.279 0.225 -0.190
-0.091 -0.084 0.174
0.115 -0.055 -0.237
0.476 0.022 0.177
0.080 0.210 -0.020
-0.723 -0.400 -0.445
0.328 -1.977 -0.463
1.136 0.514 -0.726
-1.094 -0.893 0.464
0.078 -0.066 0.723
0.150 3.429 -1.563
2.165 0.281 -0.792
-0.911 -0.460 0.428
-1.597 -1.244 1.291
-0.117 -1.081 0.306
0.438 0.814 -0.198
0.185 -0.057 0.089
-0.019 0.237 0.126
-0.212 0.074 0.079
-0.156 0.210 -0.149
-0.265 0.066 0.237
0.187 0.602 0.397
0.011 0.470 0.462
0.165 -0.037 -0.160
-0.758 -0.565 -0.373
-0.014 -0.635 -0.013
0.852 0.515 -0.156
-0.120 0.280 -0.301
0.459 0.094 0.025
-0.004 -0.140 -0.167
-0.225 0.276 0.170
-0.581 0.474 0.099
0.462 -0.693 0.645
0.414 0.140 -0.220
-0.400 -0.195 0.171
-0.030 -1.011 -0.465
-1.406 1.942 -0.686
-0.986 -1.121 -0.903
-0.394 1.075 1.155
-0.306 -0.550 0.166
0.582 -0.796 1.365
1.619 0.300 -0.236
-1.020 -1.606 -0.561
0.418 -0.386 0.624
-0.612 -0.623 -0.450
1.738 -0.583 0.321
-0.275 0.213 -0.337
1.033 0.142 0.641
-0.739 0.727 0.112
-0.122 0.416 0.543
0.606 -0.029 0.385
-0.072 -0.120 -0.187
-0.242 0.003 -0.268
0.084 -0.023 -0.243
-0.195 0.437 -0.070
-0.044 0.154 -0.043
0.078 -0.074 -0.095
0.077 0.208 -0.063
-0.402 -0.055 -0.093
0.712 -0.288 -0.369
0.199 0.755 -0.181
-0.350 0.678 -0.080
-0.214 -0.453 0.388
-0.317 -0.131 -0.425
0.934 1.235 0.226

Computed properties:
**Molecular weight**: 1029.33 g/mol
**Charge**: -1
**⟨S²⟩**: 0.7919
**E_tot**: -113715.727 eV
**HOMO level (spin up / spin down)**: -3.9088 / -3.4897 eV
**Multiplicity**: 2
**LUMO energy (spin up / spin down)**: -0.0214 / -0.0214 Ha

Mulliken population analysis, charges in e, atoms 1 to 99:
1 O -0.615
2 V 1.312
3 O -0.727
4 C -0.364
5 C 1.909
6 C 0.634
7 O 0.830
8 H -0.167
9 H -0.029
10 H -0.400
11 H -0.775
12 H -0.221
13 H -0.301
14 H -0.661
15 C 0.918
16 O -0.718
17 O -0.610
18 O -0.647
19 C -1.840
20 C 1.107
21 C 0.028
22 O -0.413
23 C -0.579
24 N -0.696
25 H 0.352
26 H 0.307
27 H 0.449
28 H -0.222
29 H 0.365
30 H -0.120
31 H -0.070
32 H 0.365
33 H 0.399
34 H 0.431
35 H 0.077
36 C -0.701
37 O 0.020
38 C -0.949
39 C 0.026
40 N -0.465
41 C 0.711
42 C -0.028
43 O -0.503
44 C -0.089
45 H 0.352
46 H 0.033
47 H 0.323
48 H 0.524
49 H 0.387
50 H -0.361
51 H 0.344
52 H 0.290
53 H 0.333
54 H -0.645
55 H -0.253
56 H 0.473
57 H -0.030
58 H -0.031
59 H 0.369
60 C -0.714
61 O -0.289
62 C 0.140
63 C -0.256
64 N 0.081
65 C -0.904
66 C 0.420
67 O -0.428
68 C -0.844
69 H 0.420
70 H 0.171
71 H 0.171
72 H 0.499
73 H -0.352
74 H 0.547
75 H -0.219
76 H -0.581
77 H 0.367
78 H 0.141
79 H 0.649
80 H -0.339
81 H 0.359
82 H 0.325
83 H 0.288
84 C -1.768
85 C 1.243
86 C -1.084
87 C -0.690
88 C -1.313
89 C 1.775
90 N 0.147
91 O -0.053
92 C -1.670
93 C -1.592
94 C -1.536
95 H 0.311
96 H 0.375
97 H 0.408
98 H 0.430
99 H 0.339